{"formula": "C38H51BBrKN9O8P2S3", "method": "ωB97M-V/def2-TZVPD", "elements": ["K", "C", "C", "C", "C", "N", "N", "B", "N", "N", "C", "C", "C", "C", "C", "S", "C", "C", "C", "C", "N", "N", "C", "C", "C", "C", "C", "S", "C", "C", "C", "C", "C", "S", "C", "C", "C", "C", "H", "H", "H", "H", "H", "H", "H", "H", "H", "H", "H", "H", "H", "H", "H", "H", "H", "H", "H", "H", "H", "H", "H", "H", "H", "H", "H", "H", "H", "H", "H", "H", "H", "H", "H", "H", "H", "H", "H", "O", "P", "O", "O", "O", "P", "O", "O", "O", "H", "H", "Br", "C", "C", "C", "C", "N", "C", "H", "H", "H", "H", "N", "C", "O", "C", "C", "C", "N", "C", "C", "H", "H", "H", "H", "H", "H"], "positions_angstrom": [[-1.384, -0.435, -2.332], [4.203, -1.278, 0.590], [3.131, -0.340, 1.040], [3.326, 0.754, 1.781], [2.220, 1.359, 2.473], [1.015, 0.997, 2.196], [0.818, 0.127, 1.193], [-0.645, -0.002, 1.072], [-1.444, 1.262, 1.242], [-2.147, 1.268, 2.400], [-2.835, 2.323, 2.706], [-3.184, 3.267, 1.681], [-2.442, 3.312, 0.553], [-2.545, 4.424, -0.417], [-1.457, 2.304, 0.379], [-0.171, 2.572, -0.697], [-3.562, 2.292, 4.021], [-2.761, 1.460, 5.016], [-4.920, 1.632, 3.815], [-3.855, 3.678, 4.494], [-1.155, -1.293, 1.583], [-0.371, -1.881, 2.540], [-0.572, -3.163, 2.775], [-1.740, -3.862, 2.268], [-2.663, -3.210, 1.476], [-4.037, -3.745, 1.168], [-2.395, -1.833, 1.247], [-3.432, -0.916, 0.280], [0.526, -3.929, 3.461], [1.285, -2.889, 4.331], [1.579, -4.462, 2.440], [0.074, -5.128, 4.284], [1.753, -0.643, 0.622], [1.258, -1.791, -0.484], [2.402, 2.211, 3.684], [3.375, 3.339, 3.426], [1.002, 2.705, 4.126], [2.922, 1.185, 4.743], [3.693, -2.160, 0.245], [4.778, -0.869, -0.273], [4.951, -1.563, 1.335], [4.353, 1.019, 2.063], [-4.089, 3.899, 1.877], [-2.894, 5.292, 0.221], [-1.550, 4.683, -0.845], [-3.197, 4.179, -1.304], [-2.710, 0.414, 4.607], [-1.780, 1.857, 5.242], [-3.397, 1.368, 5.955], [-4.844, 0.563, 3.491], [-5.510, 1.593, 4.766], [-5.569, 2.175, 3.084], [-2.968, 4.340, 4.556], [-4.621, 4.218, 3.881], [-4.252, 3.695, 5.482], [-1.821, -4.946, 2.414], [-3.990, -4.766, 1.571], [-4.886, -3.198, 1.688], [-4.222, -3.839, 0.084], [1.503, -2.030, 3.708], [0.674, -2.513, 5.164], [2.260, -3.259, 4.760], [1.917, -3.649, 1.789], [2.433, -4.841, 2.989], [1.197, -5.295, 1.855], [-0.770, -4.897, 4.933], [-0.290, -5.938, 3.667], [0.954, -5.432, 4.900], [3.116, 3.776, 2.492], [3.295, 4.172, 4.154], [4.425, 3.014, 3.375], [0.595, 3.342, 3.301], [0.365, 1.821, 4.324], [1.020, 3.275, 5.038], [3.889, 0.730, 4.409], [3.091, 1.770, 5.655], [2.190, 0.393, 4.840], [-5.337, 1.696, -3.847], [-3.819, 2.144, -3.644], [-3.668, 3.575, -3.864], [-3.295, 1.375, -2.461], [-3.016, 1.452, -4.979], [-2.988, -0.108, -5.344], [-3.839, -0.922, -4.149], [-3.516, -0.482, -6.664], [-1.450, -0.433, -5.031], [-5.966, 2.400, -3.873], [-4.356, -0.239, -3.669], [5.577, 4.584, -2.298], [4.937, 3.719, -3.845], [5.774, 3.636, -4.947], [5.213, 3.034, -6.089], [3.903, 2.536, -6.012], [3.205, 2.539, -4.871], [3.625, 3.211, -3.830], [6.806, 3.910, -4.841], [5.837, 2.864, -6.981], [3.429, 2.038, -6.824], [3.068, 3.230, -2.901], [1.999, -3.791, -8.906], [2.288, -4.354, -7.718], [3.064, -5.314, -7.605], [1.582, -3.665, -6.550], [0.311, -3.123, -6.698], [-0.171, -2.321, -5.661], [0.450, -2.254, -4.490], [1.697, -2.779, -4.379], [2.260, -3.526, -5.370], [2.394, -4.229, -9.733], [1.537, -2.931, -8.961], [-0.359, -3.445, -7.565], [-1.129, -1.487, -5.509], [2.253, -2.594, -3.426], [3.187, -4.002, -5.139]], "forces_ev_per_angstrom": [[0.0476, 0.0620, -0.6810], [0.6614, 0.4288, -0.8418], [-0.4996, -0.8201, -0.7385], [0.6225, 0.2241, 1.1999], [-0.1148, -0.4307, -0.9023], [0.4121, 0.6600, -0.0910], [-0.1344, 0.4309, 0.1036], [-0.3448, 0.3810, 1.5859], [-0.6289, -0.6102, -0.3790], [0.6841, 0.0194, 0.3863], [-0.9984, -1.0200, -1.4660], [-0.6633, 0.3088, 0.8439], [-0.5931, 0.2028, 0.1542], [-0.4014, 1.2485, -0.3125], [2.3449, 0.5279, -0.6178], [-0.4536, -1.0960, 0.1040], [-0.1311, -0.4964, -0.0896], [-1.6958, -1.3398, 0.8227], [-1.4911, -1.1171, -0.0713], [0.2975, 2.2086, -0.2692], [-1.6245, -0.8934, 1.0503], [0.3213, -1.5781, -1.1247], [-0.6909, 0.6405, -1.0543], [-0.1103, 0.1259, -1.3169], [0.1611, -0.0919, 2.6211], [-0.0044, -0.9358, 0.2129], [0.1388, 2.0795, -2.2622], [0.4478, -0.3742, 0.3853], [1.4823, 0.5000, 0.7912], [0.6003, -0.3279, 0.7141], [-0.5733, 0.5332, -0.0424], [0.1925, 0.3725, 0.7217], [0.3704, -0.0675, -0.0273], [0.0815, 0.0910, -0.2189], [-0.4955, -0.8169, 1.0979], [0.4201, 0.4886, 0.6810], [0.0691, -0.2478, -0.8716], [0.9182, 0.9764, -0.5580], [0.0773, -0.5242, -0.2514], [-0.4923, -0.2057, 0.4373], [-0.3286, 0.3111, 0.2233], [-0.4350, 0.0673, -0.1673], [1.3128, -0.2492, -0.4077], [0.0199, -0.6546, -1.2937], [-0.7241, -0.2723, 0.4165], [0.4540, 0.3121, 0.8975], [0.3782, 1.0327, 0.4500], [0.1749, 0.0213, 0.0165], [0.9588, 0.2635, -0.8364], [0.1312, 0.8781, 0.0107], [0.5765, 0.2302, -0.5430], [0.6537, -0.3998, 0.4023], [-0.2359, -0.3921, -0.2722], [0.6786, -0.5292, 0.2926], [-0.4346, -0.3378, 0.9489], [-0.0652, 0.5079, 0.1950], [-0.4700, 0.0504, -0.1193], [1.2912, -0.3942, -0.8026], [-0.0489, 0.4005, 0.4987], [0.2189, 0.0975, 0.0089], [0.0434, -0.1959, -0.1707], [-1.0338, 0.0198, -0.4797], [-0.0899, -0.2165, -0.0670], [0.1780, -0.0416, 0.2337], [-0.1589, 0.0982, -0.2569], [0.1160, 0.2271, 0.3172], [0.2991, -0.4148, -0.2608], [-0.8305, -0.1281, -0.4346], [-0.0574, 0.4987, -0.9785], [0.0680, -0.6695, -0.0668], [-0.3301, 0.0470, 0.0676], [-0.0578, -0.5971, 0.7342], [0.1290, 0.6687, -0.4111], [0.3735, 0.4290, 0.4321], [-0.7114, 0.3958, 0.3622], [-0.0578, -0.5497, 0.1804], [-0.1150, -0.1050, 0.3899], [-0.4193, -1.3370, -0.0195], [2.3819, -1.1881, -0.7461], [-0.1421, 1.5207, 0.4985], [-0.3952, 0.4871, -0.1216], [-1.9483, 0.0636, 0.9588], [2.7830, -1.0342, 1.0471], [0.3007, 1.5098, -0.4862], [-0.0458, 0.2587, 0.0142], [-4.1704, 2.2964, 0.3823], [-0.3137, 0.7939, -0.2130], [0.1668, -0.8208, -0.0112], [0.1421, 0.1405, 0.3927], [-0.2470, 0.4450, -0.0278], [-1.3657, -0.9820, -0.0878], [0.2687, -0.1250, 0.0571], [1.1052, 0.2441, 1.1684], [-1.1790, 0.2656, -0.8560], [1.9873, -0.2097, 0.0703], [0.2341, 0.2707, -0.2951], [-0.5195, 0.2420, 0.4029], [-0.1417, -0.3018, -0.5989], [-0.3069, -0.0083, -0.1840], [0.8555, -1.4333, -0.8205], [0.4005, -0.9245, 1.2267], [-0.9337, 1.0775, -0.1166], [-0.0291, -0.9385, -1.8610], [-0.0612, -0.6341, -0.7354], [-1.7524, -1.0077, -0.2539], [2.2690, 0.5203, 0.8418], [-1.1488, 0.3791, 1.2283], [0.6670, 0.2124, 0.7749], [-0.1405, 0.3531, 0.3391], [-0.7331, 1.0743, -0.1040], [1.1100, 0.9648, 1.0561], [1.2379, -1.6034, -0.9312], [-0.6792, -0.3053, -0.7318], [0.6828, -0.1916, -0.4928]], "total_charge": -1, "e_lumo_ev": 0.275, "de_lowest_ev": 3.1323, "homo_lumo_gap_ev": 4.574, "spin_multiplicity": 1}